Here is Cl2NO3P in the gas phase at a distorted geometry from the Open Molecules 2025 dataset. Energies are from the ωB97M-V functional and the def2-TZVPD basis.

XYZ file:
```
7
Properties=species:S:1:pos:R:3:lowdin_charge:R:1
N -1.004 0.291 -0.075 -0.68
O -1.461 -0.094 -1.100 0.03
O -1.024 1.446 0.415 -0.05
O 2.634 0.267 -0.887 -0.68
P -0.233 -0.906 1.112 0.59
Cl 0.186 -2.444 -0.095 0.23
Cl 1.854 0.115 0.477 0.56
```

energy above the lowest of the compared OMol25 structures with the same formula, charge and spin: 6.0385 eV
E_HOMO (spin up / spin down): -0.365 / -0.365 hartree
strongest force on any atom: 0.05087 Eh/bohr
gap between HOMO and LUMO (spin up / spin down): 7.08 / 7.06 eV
LUMO (spin up / spin down): -2.9 / -2.9 eV
net charge: 0
2S+1: 1
calculated total energy: -41959.46252 eV